ORCA calculation (ωB97M-V/def2-TZVPD) on C27H54AsF6O27RbTl as an isolated structure at a distorted geometry.

Structure (XYZ):
```
117
Properties=species:S:1:pos:R:3:lowdin_charge:R:1
Rb 3.005 -2.894 2.205 0.933
Tl 0.251 1.899 4.175 1.150
As 0.978 0.320 -0.221 0.971
F 1.682 -0.174 -1.817 -0.264
F 2.295 1.552 0.017 -0.259
F 0.279 0.867 1.360 -0.333
F -0.501 -0.698 -0.417 -0.248
F 1.804 -0.963 0.670 -0.363
F 0.054 1.643 -0.977 -0.256
C -3.539 -2.508 -1.190 -0.044
O -3.338 -3.841 -1.553 -0.020
C -2.802 -4.803 -0.766 -0.549
O -2.540 -4.645 0.434 0.106
O -2.678 -5.878 -1.523 0.021
C -2.250 -7.085 -1.045 -0.053
H -4.449 -2.146 -1.668 0.110
H -2.662 -1.865 -1.255 0.073
H -3.843 -2.558 -0.144 0.092
H -2.307 -7.883 -1.785 0.110
H -2.729 -7.450 -0.136 0.118
H -1.166 -7.073 -0.925 0.081
C 0.490 -3.587 -1.564 -0.039
O 0.836 -4.929 -1.708 0.025
C 1.489 -5.588 -0.769 -0.474
O 1.990 -5.034 0.267 -0.039
O 1.552 -6.919 -1.116 0.000
C 2.150 -7.913 -0.281 -0.021
H -0.569 -3.409 -1.378 0.097
H 0.966 -3.092 -2.411 0.102
H 0.909 -3.110 -0.678 0.068
H 1.474 -8.767 -0.234 0.107
H 2.327 -7.679 0.769 0.095
H 3.125 -8.193 -0.680 0.104
C 7.606 -3.330 0.957 0.122
O 7.352 -2.032 0.308 0.203
C 6.037 -1.613 0.041 -0.450
O 5.024 -2.154 0.430 0.036
O 6.152 -0.527 -0.722 0.156
C 4.979 0.080 -1.158 0.046
H 8.052 -3.978 0.203 0.159
H 6.635 -3.709 1.278 0.099
H 8.124 -3.311 1.917 0.150
H 5.152 0.884 -1.874 0.143
H 4.474 0.538 -0.307 0.116
H 4.313 -0.683 -1.562 0.126
C 4.987 0.857 3.744 0.003
O 5.006 1.749 2.607 0.035
C 4.060 2.596 2.339 -0.553
O 2.950 2.699 2.944 -0.043
O 4.487 3.294 1.278 0.014
C 3.676 4.226 0.566 -0.015
H 5.683 0.030 3.598 0.089
H 4.029 0.373 3.933 0.086
H 5.336 1.259 4.695 0.115
H 4.313 4.848 -0.063 0.118
H 3.125 4.812 1.301 0.091
H 2.979 3.729 -0.109 0.064
C -4.843 4.739 2.064 -0.007
O -3.568 4.213 2.347 0.014
C -3.009 3.166 1.768 -0.523
O -1.918 2.676 2.185 -0.030
O -3.578 3.001 0.583 0.023
C -2.864 2.270 -0.463 0.009
H -5.171 5.630 2.600 0.116
H -5.523 3.933 2.339 0.112
H -4.963 4.804 0.982 0.086
H -3.547 1.953 -1.251 0.111
H -2.420 1.339 -0.110 0.080
H -2.029 2.832 -0.881 0.062
C -2.014 3.366 -3.778 -0.079
O -2.357 4.370 -2.872 -0.037
C -3.615 4.900 -2.886 -0.599
O -4.615 4.469 -3.440 0.134
O -3.623 5.868 -2.034 0.005
C -4.842 6.593 -1.685 0.009
H -2.814 2.759 -4.202 0.109
H -1.171 2.746 -3.471 0.061
H -1.525 3.892 -4.598 0.107
H -5.231 6.984 -2.625 0.105
H -4.519 7.491 -1.159 0.097
H -5.651 6.127 -1.121 0.097
C 0.224 4.715 0.168 0.042
O 0.184 5.784 1.104 0.161
C 0.377 5.612 2.329 -0.467
O 0.623 4.525 2.914 0.247
O 0.395 6.800 2.959 0.124
C 0.649 6.951 4.350 0.015
H -0.584 4.871 -0.546 0.118
H -0.059 3.744 0.574 0.086
H 1.196 4.687 -0.325 0.102
H -0.231 6.834 4.983 0.118
H 0.981 7.972 4.536 0.127
H 1.379 6.248 4.750 0.109
C -0.632 0.097 -3.878 -0.019
O -0.984 -1.246 -3.794 0.078
C -0.594 -2.218 -4.652 -0.388
O 0.106 -2.026 -5.687 0.435
O -1.124 -3.378 -4.306 0.087
C -0.869 -4.576 -5.012 0.031
H -1.286 0.725 -3.273 0.091
H -0.593 0.399 -4.925 0.124
H 0.395 0.138 -3.516 0.087
H -1.371 -4.507 -5.977 0.126
H -1.212 -5.430 -4.428 0.124
H 0.190 -4.695 -5.239 0.118
C -0.636 -2.526 2.273 -0.056
O -2.029 -2.348 2.618 -0.035
C -2.439 -1.334 3.506 -0.475
O -1.840 -0.246 3.583 -0.022
O -3.532 -1.634 4.196 0.044
C -4.181 -2.875 4.008 -0.024
H -0.534 -3.439 1.687 0.087
H 0.045 -2.678 3.111 0.073
H -0.249 -1.659 1.737 0.042
H -4.908 -3.060 4.798 0.110
H -3.547 -3.761 4.022 0.104
H -4.714 -2.816 3.059 0.105
```

## Properties
* total charge: +4
* spin multiplicity: 2
* largest force on an atom: 4.7 eV Å⁻¹
* lowest unoccupied orbital energy (spin up / spin down): -14.53 / -16.16 eV
* calculated total energy: -6122.6028 a.u.
* frontier orbital gap (spin up / spin down): 0.10208 / 0.04213 hartree
* <S²>: 1.783